Model a:
Here is a structure of composition C32H22BBrF9N4O4PS3Se3Te2Ti from the Open Molecules 2025 dataset. Energies are from ωB97M-V/def2-TZVPD.

Last column: Löwdin charge in e.
Geometry (Å):
1 Ti 0.754 1.235 1.081  0.05
2 Se 0.840 0.174 5.997  -0.26
3 Te 1.359 1.284 3.890  0.41
4 Te 0.192 3.667 4.499  0.25
5 Se 0.642 3.587 1.958  -0.11
6 C 4.095 2.944 0.118  -0.01
7 N 3.608 2.204 -1.037  -0.11
8 C 4.371 1.381 -1.828  -0.02
9 C 3.568 0.950 -2.831  -0.03
10 N 2.321 1.496 -2.650  0.01
11 B 1.192 1.483 -3.720  -0.44
12 N 0.424 0.125 -3.703  0.02
13 C 0.211 -0.605 -4.848  -0.07
14 C -0.543 -1.684 -4.536  -0.06
15 N -0.787 -1.613 -3.187  -0.13
16 C -1.504 -2.600 -2.407  -0.08
17 C -0.177 -0.509 -2.688  -0.67
18 S -0.329 -0.168 -1.030  0.66
19 C 2.354 2.218 -1.528  -0.67
20 S 1.020 3.022 -0.776  0.57
21 H 5.105 3.286 -0.105  0.09
22 H 4.102 2.319 1.011  0.07
23 H 3.439 3.798 0.280  0.06
24 H 5.393 1.157 -1.587  0.13
25 H 3.770 0.288 -3.652  0.13
26 H 1.719 1.539 -4.805  0.07
27 H 0.441 2.402 -3.521  0.06
28 H 0.619 -0.282 -5.787  0.11
29 H -0.910 -2.495 -5.136  0.11
30 H -1.799 -3.403 -3.079  0.09
31 H -2.391 -2.149 -1.956  0.08
32 H -0.848 -2.997 -1.629  0.00
33 F -4.346 -4.117 0.914  0.12
34 C -3.812 -2.895 0.989  -0.13
35 C -4.602 -1.784 0.758  -0.13
36 F -5.902 -1.933 0.465  0.11
37 C -4.040 -0.520 0.850  -0.21
38 F -4.864 0.523 0.669  0.10
39 C -2.698 -0.330 1.126  -0.32
40 P -1.951 1.342 1.269  1.00
41 C -2.769 1.860 2.811  -0.36
42 C -2.373 1.175 3.961  -0.17
43 C -2.914 1.500 5.192  -0.10
44 C -3.852 2.518 5.286  -0.09
45 C -4.254 3.197 4.144  -0.09
46 C -3.717 2.871 2.908  -0.09
47 C -2.620 2.343 -0.082  -0.37
48 C -3.057 1.781 -1.278  -0.11
49 C -3.339 2.587 -2.366  -0.07
50 C -3.182 3.962 -2.277  -0.09
51 C -2.747 4.531 -1.089  -0.08
52 C -2.455 3.726 0.000  -0.14
53 C -1.923 -1.465 1.397  -0.54
54 Br -0.126 -1.374 1.972  0.97
55 C -2.475 -2.732 1.325  -0.26
56 F -1.760 -3.821 1.585  0.10
57 H -1.621 0.392 3.911  0.04
58 H -2.559 0.982 6.073  0.09
59 H -4.257 2.795 6.250  0.10
60 H -4.987 3.991 4.213  0.10
61 H -4.054 3.394 2.022  0.10
62 H -3.150 0.707 -1.372  0.09
63 H -3.656 2.134 -3.297  0.10
64 H -3.373 4.587 -3.140  0.10
65 H -2.603 5.600 -1.014  0.10
66 H -2.063 4.173 0.906  0.07
67 O 4.237 0.745 2.646  -0.37
68 S 3.454 -0.312 2.056  0.25
69 O 4.168 -1.293 1.306  -0.28
70 O 2.476 0.448 0.994  -0.54
71 O 2.452 -0.859 2.981  -0.61
72 F 6.026 -7.086 0.211  0.08
73 C 5.090 -6.175 -0.127  -0.16
74 C 3.899 -6.093 0.574  -0.16
75 F 3.679 -6.938 1.600  0.08
76 C 2.946 -5.157 0.214  -0.27
77 F 1.817 -5.150 0.941  0.06
78 C 3.114 -4.267 -0.845  -0.57
79 Se 1.814 -2.957 -1.276  0.61
80 C 4.324 -4.384 -1.522  -0.27
81 F 4.604 -3.587 -2.571  0.04
82 C 5.296 -5.308 -1.186  -0.16
83 F 6.448 -5.381 -1.886  0.08

gap between HOMO and LUMO	4.94	eV
charge	-2

Model b:
Here is a structure of composition C32H22BBrF9N4O4PS3Se3Te2Ti from the Open Molecules 2025 dataset. Energies are from ωB97M-V/def2-TZVPD.

Last column: Löwdin charge in e.
Geometry (Å):
1 Ti 1.516 0.496 1.542  -0.03
2 Se -0.443 2.087 2.431  -0.11
3 Te 0.345 4.393 3.058  0.08
4 Te 2.778 3.523 3.852  0.10
5 Se 3.197 2.505 1.617  -0.16
6 C 3.930 -3.621 2.229  -0.08
7 N 2.932 -3.259 3.216  -0.12
8 C 2.158 -4.163 3.908  -0.05
9 C 1.358 -3.442 4.722  -0.07
10 N 1.633 -2.108 4.529  -0.02
11 B 0.944 -0.963 5.324  -0.44
12 N -0.550 -0.786 4.848  0.01
13 C -1.544 -0.424 5.726  -0.07
14 C -2.676 -0.191 5.025  -0.06
15 N -2.371 -0.427 3.705  -0.14
16 C -3.246 -0.167 2.578  -0.06
17 C -1.061 -0.760 3.610  -0.73
18 S -0.319 -1.176 2.110  0.57
19 C 2.592 -2.008 3.591  -0.69
20 S 3.311 -0.562 2.969  0.58
21 H 4.639 -4.318 2.679  0.09
22 H 4.440 -2.716 1.914  0.05
23 H 3.435 -4.059 1.364  0.01
24 H 2.233 -5.221 3.733  0.12
25 H 0.602 -3.758 5.418  0.12
26 H 0.871 -1.306 6.489  0.07
27 H 1.538 0.065 5.171  0.06
28 H -1.350 -0.360 6.782  0.11
29 H -3.657 0.119 5.336  0.11
30 H -4.278 -0.301 2.901  0.09
31 H -3.011 -0.861 1.775  0.07
32 H -3.094 0.851 2.217  0.05
33 F -4.127 -1.433 -5.939  0.11
34 C -3.543 -0.794 -4.918  -0.14
35 C -3.772 0.554 -4.732  -0.14
36 F -4.569 1.217 -5.583  0.10
37 C -3.163 1.204 -3.676  -0.24
38 F -3.401 2.518 -3.575  0.10
39 C -2.337 0.547 -2.772  -0.33
40 P -1.603 1.365 -1.277  1.12
41 C -3.026 2.459 -0.858  -0.37
42 C -4.273 1.863 -0.670  -0.12
43 C -5.356 2.600 -0.215  -0.10
44 C -5.206 3.948 0.079  -0.11
45 C -3.965 4.546 -0.090  -0.09
46 C -2.885 3.810 -0.554  -0.08
47 C -0.400 2.521 -2.036  -0.35
48 C 0.391 3.250 -1.146  -0.14
49 C 1.367 4.117 -1.611  -0.09
50 C 1.585 4.252 -2.974  -0.10
51 C 0.827 3.509 -3.867  -0.09
52 C -0.159 2.649 -3.402  -0.08
53 C -2.096 -0.819 -2.991  -0.57
54 Br -0.918 -1.827 -1.900  0.83
55 C -2.700 -1.469 -4.056  -0.27
56 F -2.496 -2.770 -4.289  0.07
57 H -4.397 0.805 -0.877  0.11
58 H -6.317 2.116 -0.082  0.09
59 H -6.047 4.525 0.445  0.09
60 H -3.830 5.594 0.150  0.10
61 H -1.922 4.291 -0.668  0.10
62 H 0.267 3.115 -0.078  0.01
63 H 1.978 4.650 -0.893  0.10
64 H 2.365 4.909 -3.338  0.10
65 H 1.011 3.584 -4.932  0.10
66 H -0.723 2.065 -4.118  0.10
67 O 3.310 -0.165 -2.585  -0.36
68 S 3.851 0.659 -1.551  0.91
69 O 3.724 2.242 -1.920  -0.30
70 O 1.668 0.536 -0.064  -0.55
71 O 5.060 1.613 -2.160  -0.28
72 F 4.860 -4.214 -4.784  0.08
73 C 4.082 -4.009 -3.703  -0.15
74 C 2.835 -4.597 -3.613  -0.15
75 F 2.407 -5.387 -4.617  0.08
76 C 2.044 -4.378 -2.501  -0.27
77 F 0.850 -4.991 -2.488  0.04
78 C 2.439 -3.577 -1.428  -0.54
79 Se 1.327 -3.257 0.074  0.55
80 C 3.704 -3.007 -1.565  -0.28
81 F 4.193 -2.198 -0.609  0.04
82 C 4.514 -3.207 -2.666  -0.16
83 F 5.721 -2.617 -2.744  0.09

gap between HOMO and LUMO	5.85	eV
charge	-2

It turns out model a is the most stable, with the second structure 1.426 eV higher.

Model a:
Here is an isolated molecule of C2H3OP from the Open Molecules 2025 dataset. Energies are from ωB97M-V/def2-TZVPD.

Last column: Löwdin charge in e.
Geometry (Å):
1 O -2.132 -0.029 0.240  -0.42
2 P -0.848 -0.047 -0.457  0.65
3 C 0.665 0.673 0.299  -0.19
4 C 0.715 -0.663 0.274  -0.18
5 H -0.966 0.376 -1.850  0.04
6 H 1.523 1.184 0.667  0.05
7 H 1.043 -1.494 0.828  0.05

SMILES string	O=[PH]1C=C1
gap between HOMO and LUMO	10.44	eV

Model b:
Here is an isolated molecule of C2H3OP from the Open Molecules 2025 dataset. Energies are from ωB97M-V/def2-TZVPD.

Last column: Löwdin charge in e.
Geometry (Å):
1 O -1.288 -1.542 -0.128  0.08
2 C -0.663 -0.544 -0.224  -0.78
3 C 0.717 -0.121 -0.231  -0.25
4 P -0.728 1.263 -0.308  0.90
5 H 1.265 -0.171 0.679  0.06
6 H 1.384 -0.285 -0.990  0.03
7 H -0.687 1.400 1.202  -0.05

SMILES string	O=C1CP1
gap between HOMO and LUMO	9.50	eV

It turns out model b is the most stable, with the second structure 0.383 eV higher.

Model a:
Here is an isolated molecule of C7H11N2OP from the Open Molecules 2025 dataset. Energies are from ωB97M-V/def2-TZVPD.

Last column: Löwdin charge in e.
Geometry (Å):
1 C 1.290 -1.396 -1.283  -0.05
2 C 0.888 -0.020 -0.728  -0.26
3 C 1.247 0.986 -1.666  -0.06
4 C 0.828 2.290 -1.551  -0.08
5 C -0.037 2.638 -0.513  -0.06
6 C -0.392 1.644 0.396  -0.10
7 C 0.051 0.338 0.286  -0.13
8 P -0.538 -1.258 1.675  0.51
9 N -1.467 -0.342 2.779  -0.08
10 N -1.595 -2.178 0.808  -0.08
11 O 0.616 -1.892 2.280  -0.31
12 H 0.904 -2.141 -0.676  0.02
13 H 1.058 -1.594 -2.303  0.07
14 H 2.298 -1.644 -1.282  0.06
15 H 1.880 0.688 -2.601  0.14
16 H 1.005 3.066 -2.219  0.08
17 H -0.476 3.522 -0.436  0.06
18 H -1.073 1.895 1.082  0.04
19 H -2.185 0.120 2.235  0.04
20 H -0.781 0.251 3.209  0.04
21 H -1.397 -3.131 0.519  0.06
22 H -2.124 -1.843 -0.012  0.08

SMILES string	Cc1ccccc1P(N)(N)=O
gap between HOMO and LUMO	9.79	eV

Model b:
Here is an isolated molecule of C7H11N2OP from the Open Molecules 2025 dataset. Energies are from ωB97M-V/def2-TZVPD.

Last column: Löwdin charge in e.
Geometry (Å):
1 N -2.083 1.083 2.038  -0.18
2 P -1.155 -0.097 1.770  0.72
3 N -1.544 -1.254 2.853  -0.07
4 O 0.918 0.092 2.215  -0.27
5 C -0.949 -1.087 0.128  -0.19
6 C -0.031 -0.441 -0.764  -0.29
7 C -0.471 0.587 -1.655  -0.04
8 C 0.385 1.167 -2.616  -0.10
9 C 1.744 1.003 -2.482  -0.11
10 C 2.244 0.074 -1.586  -0.10
11 C 1.378 -0.687 -0.857  -0.06
12 H -1.884 2.026 1.661  0.01
13 H -1.697 -0.883 3.758  0.05
14 H -0.911 -1.975 2.903  0.02
15 H 0.754 0.973 2.064  -0.10
16 H -1.902 -1.066 -0.148  0.03
17 H -0.706 -2.088 0.521  0.11
18 H -1.559 0.810 -1.553  0.12
19 H -0.102 1.799 -3.360  0.10
20 H 2.328 1.604 -3.224  0.12
21 H 3.300 -0.266 -1.456  0.12
22 H 1.940 -1.374 -0.211  0.11

SMILES string	N=[P@](N)(O)Cc1ccccc1
gap between HOMO and LUMO	9.49	eV

It turns out model a is the most stable, with the second structure 1.471 eV higher.

Model a:
Here is a cluster of 2 separate species, C3H8O2 in total from the Open Molecules 2025 dataset. Energies are from ωB97M-V/def2-TZVPD.

Last column: Löwdin spin population.
Geometry (Å):
1 C -1.806 0.891 -0.235  0.08
2 C -1.570 -0.184 -1.209  0.39
3 C -0.322 -0.524 -1.691  0.25
4 O -0.103 -1.474 -2.536  0.21
5 H -1.794 1.859 -0.761  0.04
6 H -2.774 0.849 0.251  0.00
7 H -1.059 0.918 0.552  0.02
8 H -2.483 -0.725 -1.431  0.01
9 H 0.605 0.012 -1.497  0.00
10 H -0.675 -2.257 -2.488  0.00
11 H 4.633 0.416 3.231  0.00
12 H 3.203 0.108 3.807  0.00
13 O 4.145 0.110 4.006  0.00

gap between HOMO and LUMO (alpha / beta)	8.70 / 5.07	eV
expectation value of S²	0.754
charge	+1
2S+1	2

Model b:
Here is a cluster of 2 separate species, C3H8O2 in total from the Open Molecules 2025 dataset. Energies are from ωB97M-V/def2-TZVPD.

Last column: Löwdin spin population.
Geometry (Å):
1 C 2.363 1.740 -0.076  0.00
2 O 1.617 1.052 0.935  0.00
3 H 2.056 2.819 -0.092  0.00
4 H 3.371 1.571 0.074  0.00
5 H 2.046 1.394 -1.169  0.00
6 H 1.855 0.081 1.031  0.00
7 C -2.683 -1.884 -0.388  0.45
8 C -1.461 -1.367 -0.086  0.22
9 O -1.543 -0.082 0.496  0.30
10 H -3.007 -2.838 -0.820  0.02
11 H -3.559 -1.134 -0.092  0.01
12 H -0.406 -1.674 -0.215  0.00
13 H -0.649 0.322 0.401  0.00

gap between HOMO and LUMO (alpha / beta)	8.99 / 5.04	eV
expectation value of S²	0.759
charge	+1
2S+1	2

Model c:
Here is a cluster of 2 separate species, C3H8O2 in total from the Open Molecules 2025 dataset. Energies are from ωB97M-V/def2-TZVPD.

Last column: Löwdin spin population.
Geometry (Å):
1 O 0.918 1.518 -0.895  0.68
2 C -0.042 0.840 -1.305  0.10
3 C -0.825 -0.215 -0.392  0.12
4 C -1.185 -1.166 -1.555  0.02
5 H -0.721 1.294 -2.131  0.06
6 H -0.231 -0.764 0.419  0.00
7 H -1.721 0.260 0.107  0.00
8 H -1.631 -2.030 -1.309  0.01
9 H -1.907 -0.643 -2.265  0.00
10 H -0.241 -1.308 -2.177  0.00
11 H 1.102 -1.426 3.514  0.00
12 H 1.816 -0.199 2.879  0.00
13 O 1.063 -0.511 3.454  0.00

gap between HOMO and LUMO (alpha / beta)	7.71 / 4.71	eV
expectation value of S²	0.760
charge	+1
2S+1	2

It turns out model a is the most stable, with the second structure 1.405 eV higher.

Model a:
Here is a cluster of 2 separate species, H4N4O in total from the Open Molecules 2025 dataset. Energies are from ωB97M-V/def2-TZVPD.

Last column: Löwdin spin population.
Geometry (Å):
1 N 0.625 0.198 1.165  0.62
2 N 1.323 1.068 0.791  0.31
3 N -1.144 -1.265 -0.278  0.22
4 N -0.884 0.018 -0.344  0.64
5 O -0.045 0.477 -1.382  0.10
6 H 0.029 1.394 -1.079  0.00
7 H 2.040 1.531 1.285  0.07
8 H -1.448 -1.608 0.640  0.02
9 H -0.496 -1.814 -0.798  0.02

gap between HOMO and LUMO (alpha / beta)	7.35 / 10.01	eV
expectation value of S²	2.008
2S+1	3

Model b:
Here is a cluster of 2 separate species, H4N4O in total from the Open Molecules 2025 dataset. Energies are from ωB97M-V/def2-TZVPD.

Last column: Löwdin spin population.
Geometry (Å):
1 N 2.749 0.032 0.185  0.81
2 N -0.306 0.209 -1.057  0.02
3 N 0.540 -0.127 1.231  0.46
4 N 0.237 -0.529 0.001  0.27
5 O 2.206 -0.646 -0.596  0.40
6 H 0.436 0.698 -1.508  0.01
7 H -1.094 0.748 -0.712  0.00
8 H 0.334 0.834 1.363  0.03
9 H 0.348 -1.619 -0.208  0.00

gap between HOMO and LUMO (alpha / beta)	8.57 / 10.21	eV
expectation value of S²	2.012
2S+1	3

It turns out model b is the most stable, with the second structure 0.231 eV higher.